(1)
Molecular formula: C3H6O2
Method: DFT, ωB97M-V with the def2-TZVPD basis set

The strongest force on any atom is 0.610 eV Å⁻¹. The value obtained for the HOMO-LUMO gap is 8.978 eV. The value obtained for the energy above the lowest of the compared OMol25 structures with the same formula, charge and spin is 111.16 kcal per mole. Its HOMO energy is -0.3169 hartree. Its total energy is -7298.858 eV.

Each line ends with the Löwdin charge.
Atoms and positions in Å:
C1 0.64 -1.42 0.35  -0.072
C2 0.81 0.49 -0.47  -0.007
O1 0.84 -0.04 0.78  -0.194
C3 -0.50 1.18 -0.63  -0.304
O2 -1.44 1.11 0.40  -0.058
H1 1.58 -1.85 -0.01  0.095
H2 -0.13 -1.52 -0.44  0.098
H3 0.26 -1.89 1.25  0.101
H4 -0.95 0.78 -1.56  0.129
H5 -0.19 2.21 -0.88  0.127
H6 -0.92 0.94 1.21  0.084

***

(2)
Molecular formula: C44H45As2N10O10RhS2
Method: DFT, ωB97M-V with the def2-TZVPD basis set

As for the charge: +2. The expectation value of S² is 6.020. The strongest force on any atom is 5.502 eV Å⁻¹. The value obtained for the HOMO-LUMO gap (alpha / beta) is 4.657 / 5.731 eV. Its multiplicity is 5. The value obtained for the energy above the lowest of the compared OMol25 structures with the same formula, charge and spin is 0.00 kcal per mole. Its HOMO energy (alpha / beta) is -0.4208 / -0.4602 hartree. Its total energy is -228069.087 eV.

Each line ends with the Mulliken spin population.
Atoms and positions in Å:
Rh1 -0.74 -3.32 -0.79  0.011
C1 -0.19 -2.73 4.79  0.000
N1 -0.49 -2.62 3.35  0.000
C2 -0.45 -3.43 2.28  -0.001
N2 -0.65 -2.72 1.17  -0.002
C3 -0.93 -1.48 1.60  0.001
N3 -0.84 -1.38 2.91  0.000
C4 0.37 -1.37 5.25  0.000
C5 -0.27 -0.72 6.33  0.000
C6 0.22 0.49 6.77  0.000
C7 1.31 1.12 6.15  0.000
C8 2.05 0.41 5.18  0.000
C9 1.56 -0.84 4.75  0.000
C10 3.24 0.95 4.48  0.000
N4 3.82 2.10 4.54  0.000
N5 4.71 2.17 3.45  0.000
C11 4.66 1.03 2.83  0.001
O1 3.70 0.18 3.38  0.000
C12 5.27 0.61 1.61  -0.001
C13 6.10 1.46 0.89  0.000
C14 6.55 1.05 -0.38  0.000
C15 6.05 -0.12 -0.93  0.000
C16 5.22 -0.99 -0.21  0.001
C17 4.77 -2.27 -0.88  0.000
N6 3.30 -2.13 -1.06  -0.001
C18 2.27 -2.93 -0.76  0.000
N7 1.11 -2.36 -1.12  -0.009
C19 1.51 -1.15 -1.65  0.022
N8 2.83 -0.97 -1.56  0.000
C20 4.92 -0.67 1.10  -0.001
H1 0.57 -3.50 4.93  0.000
H2 -1.10 -3.00 5.34  0.000
H3 -0.31 -4.51 2.33  0.000
H4 -1.10 -0.64 0.92  0.013
H5 -1.13 -1.16 6.85  0.000
H6 -0.28 1.03 7.59  0.000
H7 1.62 2.11 6.46  0.000
H8 2.04 -1.33 3.89  0.000
H9 6.37 2.47 1.25  0.000
H10 7.27 1.68 -0.93  0.000
H11 6.32 -0.37 -2.00  0.000
H12 4.98 -3.15 -0.18  0.000
H13 5.34 -2.34 -1.83  0.000
H14 2.38 -3.94 -0.34  0.000
H15 0.89 -0.43 -2.17  -0.008
H16 4.42 -1.32 1.79  0.000
C21 1.13 -3.80 -3.97  0.000
C22 -0.27 -3.30 -3.85  0.000
N9 -1.10 -3.44 -2.82  0.000
C23 -2.35 -2.85 -3.07  0.001
C24 -2.46 -2.23 -4.32  0.000
S1 -1.01 -2.48 -5.18  0.000
C25 -3.29 -2.99 -1.98  -0.001
C26 -4.59 -2.53 -1.97  0.001
S2 -5.34 -2.80 -0.47  0.000
C27 -3.78 -3.43 0.12  0.000
N10 -2.83 -3.52 -0.82  0.000
C28 -3.88 -4.07 1.49  0.000
H17 1.42 -4.40 -3.09  0.000
H18 1.82 -2.95 -4.16  0.000
H19 1.16 -4.50 -4.82  0.000
H20 -3.23 -1.57 -4.65  0.000
H21 -5.12 -2.09 -2.80  0.000
H22 -4.24 -5.12 1.41  0.000
H23 -4.60 -3.46 2.06  0.000
H24 -2.91 -4.12 2.01  0.000
C29 0.43 3.19 -5.65  -0.003
O2 0.08 3.69 -4.33  0.034
C30 -0.01 2.75 -3.33  0.318
O3 0.34 1.58 -3.55  0.149
C31 -0.50 3.31 -2.08  0.570
C32 -0.84 4.65 -1.84  0.390
As1 -2.72 4.92 -1.85  0.138
C33 -2.97 5.73 -0.02  0.111
C34 -3.07 2.96 -1.28  0.464
C35 -2.34 2.49 -0.21  0.683
As2 -0.49 1.95 -0.59  0.199
C36 0.50 3.16 0.60  0.115
C37 -2.92 2.17 1.10  0.099
O4 -4.03 1.73 1.33  0.127
O5 -1.94 2.27 2.09  0.016
C38 -2.44 1.71 3.35  0.000
C39 -3.92 2.06 -2.14  0.220
O6 -3.57 1.00 -2.63  0.053
O7 -5.20 2.53 -2.31  0.019
C40 -6.08 1.53 -2.81  0.005
C41 0.23 5.73 -1.64  0.135
O8 0.01 6.88 -1.30  0.115
O9 1.49 5.32 -1.93  0.036
C42 2.41 6.40 -2.12  -0.001
H25 0.07 3.97 -6.33  0.000
H26 -0.08 2.21 -5.90  0.002
H27 1.52 3.07 -5.67  0.003
H28 -2.38 6.65 -0.03  -0.005
H29 -2.58 4.92 0.63  -0.004
H30 -4.06 5.91 0.17  0.004
H31 -0.11 3.94 0.97  -0.026
H32 1.39 3.49 0.07  0.003
H33 0.80 2.49 1.44  0.000
H34 -1.66 1.82 4.09  0.000
H35 -2.69 0.64 3.27  0.002
H36 -3.31 2.28 3.69  0.001
H37 -6.50 0.95 -2.03  0.001
H38 -5.64 0.88 -3.56  -0.001
H39 -6.89 2.06 -3.34  0.002
H40 3.03 6.11 -2.99  0.000
H41 3.04 6.48 -1.22  0.002
H42 1.93 7.36 -2.39  0.001
C43 -0.76 -6.57 -0.70  -0.001
C44 0.24 -5.43 -0.71  -0.001
O10 1.45 -5.73 -0.76  -0.002
H43 -0.61 -7.17 -1.59  0.000
H44 -1.78 -6.15 -0.67  0.000
H45 -0.65 -7.24 0.20  0.000

***

(3)
Molecular formula: C33H40N2O6OsS2Sb
Method: DFT, ωB97M-V with the def2-TZVPD basis set

As for the charge: +1. The strongest force on any atom is 2.955 eV Å⁻¹. The value obtained for the HOMO-LUMO gap (alpha / beta) is 4.724 / 4.714 eV. Its HOMO energy (alpha / beta) is -0.3469 / -0.3464 hartree. Its total energy is -80804.170 eV.

Each line ends with the Löwdin charge.
Atoms and positions in Å:
Os1 0.28 0.71 -0.53  1.329
O1 0.42 0.07 1.37  -0.374
C1 1.43 -0.23 2.15  -0.311
C2 1.16 -0.65 3.47  -0.014
C3 2.16 -0.92 4.37  -0.052
C4 3.50 -0.78 3.99  -0.072
C5 3.79 -0.42 2.70  -0.028
C6 2.79 -0.17 1.75  -0.079
C7 3.14 0.14 0.39  -0.227
N1 2.36 0.63 -0.58  -0.052
C8 3.13 0.80 -1.72  -0.085
C9 4.39 0.39 -1.44  -0.033
N2 4.38 -0.02 -0.13  0.137
H1 0.12 -0.74 3.76  0.070
H2 1.91 -1.23 5.37  0.116
H3 4.29 -0.96 4.70  0.111
H4 4.83 -0.32 2.41  0.110
H5 2.74 1.21 -2.63  0.114
H6 5.27 0.37 -2.06  0.127
H7 5.16 -0.41 0.36  0.159
O2 -0.12 8.65 1.48  0.134
C10 0.72 7.66 1.14  -0.479
O3 1.89 7.86 1.04  0.137
C11 0.11 6.31 0.87  -0.121
C12 0.87 5.41 0.13  0.009
C13 0.40 4.15 -0.16  -0.084
C14 -0.86 3.76 0.32  -0.581
S1 -1.55 2.19 -0.08  0.705
C15 -1.61 4.65 1.08  -0.097
C16 -1.13 5.91 1.35  -0.016
H8 -1.04 8.39 1.45  0.098
H9 1.84 5.73 -0.23  0.129
H10 0.97 3.46 -0.76  0.079
H11 -2.58 4.33 1.45  0.105
H12 -1.73 6.57 1.96  0.119
O4 -1.69 -0.57 -0.59  -0.747
S2 -2.20 -1.25 -1.87  1.038
C17 -3.96 -1.53 -1.45  -0.286
C18 -4.69 -0.25 -1.81  -0.229
C19 -4.14 0.14 -3.18  -0.210
C20 -2.63 0.10 -3.04  -0.283
H13 -4.01 -1.80 -0.40  0.087
H14 -4.29 -2.38 -2.06  0.100
H15 -4.45 0.53 -1.08  0.103
H16 -5.77 -0.39 -1.82  0.123
H17 -4.48 1.12 -3.50  0.124
H18 -4.47 -0.59 -3.93  0.120
H19 -2.24 1.01 -2.57  0.059
H20 -2.10 -0.07 -3.98  0.098
C21 -2.34 -1.58 3.01  -0.253
Sb1 -2.21 0.45 2.23  1.397
C22 -4.34 0.85 2.11  -0.293
C23 -1.94 1.56 4.07  -0.277
H21 -3.05 -1.58 3.83  0.019
H22 -1.36 -1.90 3.34  -0.010
H23 -2.68 -2.23 2.21  0.005
H24 -4.70 1.03 3.12  0.009
H25 -4.87 -0.01 1.68  0.000
H26 -4.51 1.73 1.50  -0.004
H27 -2.53 1.07 4.85  0.013
H28 -2.32 2.57 3.91  0.002
H29 -0.90 1.61 4.36  0.001
C24 2.12 1.28 -8.67  -0.038
C25 1.59 1.04 -7.29  -0.249
C26 1.58 -0.22 -6.72  -0.004
C27 1.14 -0.45 -5.42  -0.177
C28 1.16 -1.87 -4.93  -0.032
C29 0.70 0.65 -4.65  -0.058
C30 0.63 1.94 -5.24  -0.179
C31 0.07 3.16 -4.56  -0.032
C32 1.08 2.10 -6.54  -0.007
C33 0.39 0.46 -3.22  -0.630
O5 0.29 -0.67 -2.67  -0.109
O6 0.28 1.48 -2.45  -0.254
H30 2.37 0.34 -9.17  0.078
H31 3.02 1.89 -8.62  0.090
H32 1.40 1.81 -9.29  0.087
H33 1.94 -1.06 -7.30  0.117
H34 1.58 -2.52 -5.69  0.080
H35 0.16 -2.22 -4.69  0.085
H36 1.75 -1.97 -4.02  0.081
H37 -0.87 2.94 -4.04  0.077
H38 -0.11 3.94 -5.30  0.082
H39 0.76 3.55 -3.81  0.084
H40 1.02 3.08 -6.99  0.123

***

(4)
Molecular formula: C12H28Br2FN7O16SSi
Method: DFT, ωB97M-V with the def2-TZVPD basis set

The strongest force on any atom is 1.223 eV Å⁻¹. The value obtained for the HOMO-LUMO gap is 9.008 eV. Its HOMO energy is -0.3415 hartree. Its total energy is -217583.167 eV.

Each line ends with the Löwdin charge.
Atoms and positions in Å:
C1 -0.08 0.57 -0.63  -0.006
C2 1.21 0.34 -0.31  -0.275
Si1 2.47 1.52 -0.94  0.577
C3 3.08 1.02 -2.61  -0.840
Br1 3.30 -0.85 -2.82  0.727
C4 3.33 1.91 -3.59  -0.804
C5 3.18 3.40 -3.47  -0.170
Br2 3.88 1.34 -5.31  0.772
S1 4.29 1.43 0.34  0.506
O1 4.81 0.09 0.35  -0.333
O2 5.18 2.51 -0.01  -0.328
F1 3.78 1.71 1.81  -0.212
H1 -0.44 1.59 -0.75  0.063
H2 -0.74 -0.27 -0.79  0.035
H3 1.52 -0.52 0.28  0.032
H4 1.99 2.91 -0.87  0.022
H5 3.44 3.76 -2.48  0.058
H6 3.85 3.87 -4.18  0.064
H7 2.16 3.69 -3.74  0.083
C6 -2.95 -3.58 0.77  0.035
N1 -1.97 -2.53 0.41  -0.421
O3 -2.05 -1.99 -0.67  0.057
O4 -1.13 -2.29 1.25  0.046
H8 -3.65 -3.72 -0.04  0.098
H9 -2.37 -4.48 0.96  0.069
H10 -3.45 -3.25 1.67  0.087
C7 -6.18 0.21 1.66  0.048
N2 -5.09 -0.73 1.29  -0.425
O5 -3.97 -0.29 1.14  0.077
O6 -5.39 -1.90 1.17  0.052
H11 -5.75 1.20 1.74  0.098
H12 -6.93 0.16 0.89  0.095
H13 -6.59 -0.12 2.61  0.075
C8 -0.76 -5.53 4.43  0.049
N3 -1.21 -5.74 3.02  -0.439
O7 -0.36 -5.75 2.15  0.069
O8 -2.40 -5.88 2.83  0.047
H14 0.32 -5.42 4.43  0.093
H15 -1.25 -4.63 4.79  0.100
H16 -1.08 -6.40 5.00  0.099
C9 2.04 -2.10 2.39  0.051
N4 1.64 -2.09 3.83  -0.440
O9 0.47 -2.29 4.11  0.054
O10 2.52 -1.89 4.64  0.065
H17 1.15 -2.29 1.79  0.064
H18 2.47 -1.13 2.17  0.083
H19 2.77 -2.89 2.27  0.109
C10 7.96 1.03 -5.43  0.040
N5 7.87 1.16 -6.91  -0.455
O11 8.90 1.18 -7.55  0.069
O12 6.75 1.23 -7.38  0.033
H20 9.01 0.97 -5.16  0.092
H21 7.49 1.91 -5.00  0.095
H22 7.43 0.13 -5.15  0.098
C11 -10.54 -1.62 3.70  0.051
N6 -9.35 -0.87 3.23  -0.440
O13 -8.63 -0.35 4.06  0.066
O14 -9.16 -0.83 2.03  0.063
H23 -10.57 -1.57 4.78  0.095
H24 -11.41 -1.16 3.25  0.101
H25 -10.43 -2.65 3.35  0.103
C12 2.47 7.47 -1.76  0.052
N7 1.91 6.33 -2.55  -0.444
O15 1.10 5.61 -2.00  0.059
O16 2.30 6.20 -3.69  0.056
H26 2.03 7.45 -0.77  0.095
H27 3.55 7.32 -1.72  0.103
H28 2.23 8.38 -2.30  0.101